[1]
Molecular formula: C39H61BF9NO9P2
Method: DFT, the ωB97M-V functional and the def2-TZVPD basis

The geometry in XYZ format:
```
122
C39H61BF9NO9P2 the ωB97M-V functional and the def2-TZVPD basis
C -2.1954 1.4219 3.9602
C -1.7971 2.6652 3.1532
P -2.5273 2.7366 1.4522
C -2.1738 4.5040 0.9995
P -1.3789 1.4410 -0.0498
C 0.2332 1.5485 0.8931
O 0.6301 2.8892 1.1419
C 1.7579 2.9791 1.9351
C 1.8772 2.2351 3.1170
C 2.9852 2.3311 3.9541
C 3.0512 1.5102 5.2189
C 4.0133 3.2161 3.6166
C 3.8829 3.9771 2.4555
C 2.7822 3.8730 1.5959
C 2.7516 4.7617 0.3805
C 2.3950 4.0181 -0.9273
C 1.8056 5.9600 0.6141
O -0.5739 0.5665 -1.3500
C -0.2326 -0.7920 -1.1760
C 1.0151 -1.1065 -1.9929
C 0.7998 -0.8866 -3.4842
C 1.5681 -2.5005 -1.6392
C 2.9982 -2.4229 -1.1047
C 3.9852 -2.1624 -2.2490
C 3.4238 -3.7001 -0.3877
B -1.9183 2.6842 -1.4513
C -0.8974 3.4274 -2.3927
O -3.2509 2.8942 -1.6329
C -2.5510 0.0734 0.2553
C -2.4341 -0.7787 1.3449
C -3.3483 -1.8077 1.4480
C -4.3488 -1.9626 0.5079
N -4.4667 -1.1537 -0.5472
C -3.5789 -0.1755 -0.6507
H -2.2188 1.6584 5.0186
H -3.1304 0.9784 3.6348
H -1.4151 0.6654 3.8614
H -2.2003 3.5379 3.6646
H -0.7158 2.7824 3.1896
H -2.2974 5.0563 1.9295
H -2.9159 4.8825 0.3085
H -1.1520 4.6818 0.6722
H 0.0603 1.0052 1.8245
H 1.0559 1.0358 0.3950
H 1.0891 1.5514 3.3944
H 2.9146 2.1367 6.0941
H 2.2638 0.7635 5.1941
H 4.0034 0.9920 5.2678
H 4.8896 3.3193 4.2316
H 4.6690 4.6759 2.2076
H 3.7353 5.1944 0.2268
H 2.4796 2.9474 -0.7814
H 1.3859 4.2753 -1.2174
H 3.0346 4.3371 -1.7447
H 2.1570 6.8361 0.0773
H 0.8090 5.7412 0.2369
H 1.7136 6.1806 1.6730
H -1.0285 -1.4524 -1.5307
H 0.0127 -1.0229 -0.1353
H 1.7578 -0.3738 -1.6679
H 0.7518 0.1756 -3.7013
H -0.0820 -1.4032 -3.8548
H 1.6762 -1.2539 -4.0145
H 0.9508 -2.9350 -0.8504
H 1.5700 -3.1571 -2.5069
H 3.1094 -1.5845 -0.4159
H 3.8249 -2.8593 -3.0673
H 5.0016 -2.2947 -1.8820
H 3.9093 -1.1364 -2.6008
H 3.7264 -4.4769 -1.0856
H 4.2996 -3.4914 0.2252
H 2.6602 -4.0968 0.2782
H 0.0803 2.9634 -2.3600
H -0.8595 4.4791 -2.1188
H -1.2657 3.3220 -3.4144
H -3.3942 3.3342 -2.4770
H -1.6425 -0.6505 2.0648
H -3.2799 -2.5096 2.2663
H -5.0611 -2.7679 0.5931
H -3.6634 0.4605 -1.5180
C 10.6240 4.3109 2.4473
C 9.7345 3.9600 3.6193
O 8.5162 3.3314 3.1738
C 8.5846 2.0276 2.9465
O 9.5414 1.3252 3.0731
C 7.1998 1.5084 2.5229
F 6.6202 2.3290 1.6434
F 6.4062 1.4137 3.6015
F 7.2937 0.3055 1.9680
H 10.0855 4.9342 1.7332
H 11.5039 4.8522 2.7927
H 10.9531 3.4137 1.9238
H 9.4192 4.8577 4.1467
H 10.2449 3.3149 4.3326
C -4.2077 -4.4135 -2.9058
C -3.0662 -4.0942 -1.9681
O -2.1632 -5.2135 -1.8426
C -1.2350 -5.3161 -2.7787
O -1.0641 -4.5861 -3.7092
C -0.3272 -6.5217 -2.4744
F -1.0392 -7.5880 -2.0968
F 0.5192 -6.2122 -1.4816
F 0.3876 -6.8521 -3.5444
H -4.7190 -5.3135 -2.5846
H -4.9176 -3.5865 -2.9262
H -3.8467 -4.5855 -3.9203
H -3.4434 -3.9091 -0.9671
H -2.5207 -3.2066 -2.2865
C -11.3814 -3.8498 -2.9396
C -10.2050 -3.6311 -2.0143
O -9.3674 -4.8033 -1.9568
C -8.4733 -4.9251 -2.9250
O -8.2887 -4.1736 -3.8343
C -7.6313 -6.1920 -2.6933
F -8.3894 -7.2308 -2.3317
F -6.7384 -5.9668 -1.7163
F -6.9677 -6.5256 -3.7946
H -11.9439 -4.7340 -2.6389
H -12.0444 -2.9860 -2.9141
H -11.0487 -4.0004 -3.9663
H -10.5423 -3.4681 -0.9932
H -9.6132 -2.7674 -2.3127
```

E (eV): -105063.112
SMILES string: CCP(C)P(COc1cc(C)ccc1C(C)C)(OC[C@H](C)CC(C)C)(B(C)O)c1cccnc1.CCOC(=O)C(F)(F)F.CCOC(=O)C(F)(F)F.CCOC(=O)C(F)(F)F

Atom charges from the Mulliken analysis, given in e for atoms 1 to 99:
1. C -1.379
2. C -0.118
3. P -0.039
4. C -0.708
5. P 0.006
6. C -1.165
7. O 0.833
8. C 0.839
9. C -0.056
10. C 0.771
11. C -1.620
12. C -1.157
13. C -1.197
14. C -0.102
15. C 0.288
16. C -1.138
17. C -1.431
18. O -0.478
19. C -0.764
20. C 1.670
21. C -1.950
22. C -1.281
23. C 0.967
24. C -1.585
25. C -1.707
26. B 1.265
27. C -1.046
28. O -0.688
29. C 0.430
30. C -0.425
31. C -0.765
32. C -0.808
33. N -0.517
34. C -0.525
35. H 0.436
36. H 0.325
37. H 0.292
38. H 0.706
39. H -0.018
40. H 0.487
41. H 0.371
42. H -0.253
43. H 0.038
44. H 0.998
45. H -0.032
46. H 0.342
47. H 0.354
48. H 0.320
49. H 0.556
50. H 0.423
51. H 0.769
52. H 0.209
53. H 0.012
54. H 0.361
55. H 0.384
56. H 0.187
57. H 0.342
58. H -0.256
59. H 0.555
60. H -0.058
61. H 0.248
62. H 0.296
63. H 0.590
64. H 0.291
65. H 0.460
66. H 0.203
67. H 0.338
68. H 0.455
69. H 0.324
70. H 0.341
71. H 0.424
72. H 0.409
73. H 0.128
74. H 0.272
75. H 0.482
76. H 0.287
77. H 0.653
78. H 0.465
79. H 0.508
80. H 0.571
81. C -1.101
82. C -0.255
83. O -0.274
84. C 0.219
85. O -0.523
86. C 1.038
87. F -0.238
88. F -0.241
89. F -0.266
90. H 0.303
91. H 0.381
92. H 0.314
93. H 0.321
94. H 0.330
95. C -1.396
96. C 0.716
97. O -0.406
98. C 0.449
99. O -0.528

***

[2]
Molecular formula: C39H62Br2F5I3N4O10S2
Method: DFT, the ωB97M-V functional and the def2-TZVPD basis

The geometry in XYZ format:
```
127
C39H62Br2F5I3N4O10S2 the ωB97M-V functional and the def2-TZVPD basis
C 0.1620 0.0575 3.0197
C -0.3411 -0.5428 1.5967
C -1.9659 -0.5909 1.2820
C -2.5679 -1.3069 2.6593
C -2.7074 0.5937 0.4782
O -2.1240 0.6043 -0.8414
N -1.3816 -0.2452 -1.3831
O -1.3363 -0.1088 -2.6113
C -4.3455 0.2642 0.1423
C -4.5313 -1.3140 -0.3597
C -3.8894 -1.9124 -1.6827
O -2.9068 -2.8633 -1.5438
I -4.1950 -1.7290 -3.8253
C -4.8683 1.0094 -1.2430
S -6.4940 0.5976 -2.0199
O -7.6376 1.6777 -1.8269
O -6.4296 0.7335 -3.6038
C -5.3795 0.4472 1.4291
C -5.9051 -0.9089 2.2380
C -5.9087 -0.7015 3.9087
N -7.0104 -0.4750 4.6744
C -6.6811 1.4096 1.3626
F -6.8462 1.9990 2.7727
F -6.6136 2.6958 0.6737
C -8.1870 0.8709 1.1751
F -8.4827 -0.2370 0.2803
F -8.8161 0.4709 2.4947
F -9.0382 2.0544 0.7670
O -4.6408 1.0258 2.5435
S -3.5510 2.2151 2.3883
O -4.2151 3.5306 2.7725
O -2.7759 1.8651 3.7365
C -2.4115 2.2055 0.8491
C -1.0169 2.7139 1.4215
Br -0.7930 3.9783 3.0623
C 0.4010 2.6158 0.8960
C 1.7615 3.1981 1.6511
Br 0.7996 1.9127 -0.8942
C -2.7127 3.3191 -0.2809
I -1.1894 4.9159 -0.7473
C -3.8579 4.4587 -0.1661
C -3.5855 5.7605 0.7819
I -3.6625 5.4402 -2.2087
H -0.3836 0.9821 3.4510
H 0.1375 -0.7667 3.8838
H 1.3123 0.3641 2.9413
H 0.3247 -0.3203 0.6664
H -0.0705 -1.7072 1.7609
H -2.0189 -1.5837 0.5769
H -3.2165 -2.2842 2.4164
H -1.6716 -1.8889 3.2131
H -2.9771 -0.6321 3.4782
H -5.6920 -1.5965 -0.3918
H -4.1298 -2.0694 0.4789
H -4.1500 0.8402 -2.1819
H -4.9626 2.1737 -1.1637
H -7.0426 -0.6612 -1.7888
H -5.2513 -1.8530 2.2075
H -6.9586 -1.3067 1.9742
H -4.8764 -0.8248 4.4916
H -6.6564 -0.4221 5.6762
H 1.8227 2.6789 2.7255
H 2.7472 2.8796 1.1069
H 1.7857 4.3782 1.7247
H -2.8599 2.9056 -1.3982
H -4.9579 4.1634 -0.2757
H -2.8527 5.5592 1.7034
H -4.6363 5.9473 1.3275
H -3.3734 6.7708 0.2308
C 4.9063 -0.8569 -5.2083
C 3.6944 -1.2104 -4.2972
C 3.0691 -2.5574 -4.7519
C 2.2569 -2.4496 -6.0406
C 1.2221 -1.3367 -5.9493
C 1.8285 0.0283 -5.5261
N 2.7089 -0.0766 -4.3137
O 1.8719 -0.2231 -3.1926
C 2.6340 0.6316 -6.7084
C 0.6589 1.0474 -5.3294
C 4.3390 -1.4300 -2.8887
H 5.8398 -1.2962 -4.8360
H 4.7947 -1.2280 -6.2284
H 5.0751 0.2245 -5.2477
H 2.4070 -2.9457 -3.9631
H 3.8594 -3.3099 -4.8945
H 2.9196 -2.2862 -6.8990
H 1.7475 -3.4024 -6.2297
H 0.7163 -1.2369 -6.9179
H 0.4488 -1.6377 -5.2312
H 3.1525 1.5489 -6.4075
H 1.9695 0.8982 -7.5399
H 3.3672 -0.0517 -7.1350
H -0.0803 0.7060 -4.5968
H 0.1102 1.2005 -6.2669
H 1.0352 2.0258 -5.0078
H 4.7967 -0.5070 -2.5157
H 5.1253 -2.1949 -2.9330
H 3.6188 -1.7846 -2.1433
C 6.5793 -2.5552 4.5430
C 5.3035 -2.7795 3.6792
C 5.6961 -3.4051 2.3129
C 6.3507 -2.4142 1.3529
C 5.5014 -1.1612 1.1892
C 5.1216 -0.4995 2.5412
N 4.5639 -1.4800 3.5329
O 3.2476 -1.7809 3.1381
C 6.3654 0.2070 3.1450
C 4.1400 0.6830 2.2525
C 4.4927 -3.8488 4.4831
H 6.8306 -3.4409 5.1389
H 7.4668 -2.3434 3.9447
H 6.4390 -1.7383 5.2589
H 4.8017 -3.8163 1.8209
H 6.3827 -4.2507 2.4699
H 7.3571 -2.1513 1.7004
H 6.4843 -2.8909 0.3742
H 6.0404 -0.4423 0.5594
H 4.5908 -1.4270 0.6375
H 6.1510 0.6008 4.1448
H 6.6719 1.0588 2.5250
H 7.2454 -0.4316 3.2102
H 3.2436 0.3650 1.7095
H 4.6192 1.4471 1.6282
H 3.8238 1.1718 3.1817
H 4.1866 -3.4595 5.4606
H 5.0979 -4.7477 4.6597
H 3.5980 -4.1906 3.9515
```

E (eV): -267494.401
Energy above the lowest of the compared OMol25 structures with the same formula, charge and spin (kJ/mol): 1512.9
2S+1: 3

Atom charges from the Mulliken analysis, given in e for atoms 1 to 99:
1. C -0.163
2. C -0.998
3. C 0.943
4. C -0.905
5. C -1.524
6. O 0.215
7. N -0.340
8. O -0.328
9. C 1.453
10. C -0.204
11. C -0.884
12. O -0.514
13. I 0.172
14. C -0.415
15. S 0.970
16. O -0.599
17. O -0.612
18. C 0.492
19. C -0.761
20. C -0.298
21. N -0.538
22. C 0.300
23. F -0.309
24. F -0.287
25. C 0.514
26. F -0.210
27. F -0.238
28. F -0.263
29. O -0.465
30. S 1.284
31. O -0.669
32. O -0.711
33. C 3.308
34. C -1.306
35. Br -0.087
36. C -0.320
37. C -1.216
38. Br 0.011
39. C -0.489
40. I 0.397
41. C -0.500
42. C -0.463
43. I 0.144
44. H 0.088
45. H 0.375
46. H -0.421
47. H -0.047
48. H 0.728
49. H 0.047
50. H 0.309
51. H 0.559
52. H -0.204
53. H 0.684
54. H 0.294
55. H 0.380
56. H -0.378
57. H 0.165
58. H 0.508
59. H 0.597
60. H 0.191
61. H 0.305
62. H 0.363
63. H 0.225
64. H 0.285
65. H 0.260
66. H 0.372
67. H 0.093
68. H 0.272
69. H 0.298
70. C -1.865
71. C 2.188
72. C -1.158
73. C -0.571
74. C -1.066
75. C 1.622
76. N -0.041
77. O -0.125
78. C -1.767
79. C -1.540
80. C -2.462
81. H 0.486
82. H 0.328
83. H 0.365
84. H 0.368
85. H 0.340
86. H 0.306
87. H 0.380
88. H 0.440
89. H 0.199
90. H 0.369
91. H 0.442
92. H 0.336
93. H 0.133
94. H 0.435
95. H 0.440
96. H 0.540
97. H 0.519
98. H 0.406
99. C -1.749